Here is a structure of composition C14H22IMoN2O6Si in a non-equilibrium geometry from OMol25. Energies are from ωB97M-V/def2-TZVPD.

CARTESIAN COORDINATES (ANGSTROEM)
Mo 0.068 0.129 0.370
O -1.932 -0.439 -0.899
C -2.934 0.475 -0.448
C -2.789 0.807 1.044
N -1.444 1.336 1.324
C -1.301 2.706 0.796
C -0.769 2.620 -0.658
O -1.058 3.409 -1.508
O 0.010 1.575 -0.802
C -1.061 1.286 2.743
C 0.478 1.518 2.780
O 1.012 2.235 3.572
O 1.087 0.851 1.824
H -2.174 -1.331 -0.600
H -3.924 0.050 -0.647
H -2.825 1.377 -1.063
H -2.922 -0.108 1.632
H -3.567 1.528 1.325
H -0.550 3.256 1.376
H -2.237 3.275 0.823
H -1.254 0.282 3.147
H -1.574 2.037 3.352
I 1.634 -3.390 -4.056
C 2.217 -1.988 -2.599
C 3.488 -1.427 -2.596
C 3.786 -0.536 -1.567
C 2.822 -0.201 -0.646
N 1.568 -0.704 -0.679
C 1.302 -1.625 -1.632
H 4.216 -1.664 -3.355
H 4.771 -0.104 -1.504
H 3.023 0.508 0.151
H 0.311 -2.073 -1.589
C 0.701 -2.688 3.313
Si -0.570 -2.879 1.910
C -2.364 -3.085 2.534
C -0.220 -4.233 0.610
O -0.456 -1.425 1.149
H 0.623 -3.481 4.045
H 0.572 -1.741 3.838
H 1.710 -2.707 2.908
H -2.454 -4.066 2.987
H -3.103 -3.041 1.738
H -2.646 -2.365 3.296
H -0.442 -5.212 1.018
H 0.822 -4.242 0.305
H -0.832 -4.112 -0.283

Summary:
- Kohn-Sham gap (alpha / beta) (eV) = 7.600 / 8.342
- <S²> = 2.010
- lowest unoccupied orbital energy (alpha / beta) (eV) = -3.9 / -4.1
- multiplicity = 3
- charge = +1

Mulliken atomic charge list, values in e, 4 entries: 0.75 -0.32 -0.63 -0.41

***

Here is a cluster of 11 separate species, C47H126N10O14 in total in a non-equilibrium geometry from OMol25. Energies are from ωB97M-V/def2-TZVPD.

CARTESIAN COORDINATES (ANGSTROEM)
C 2.910 -1.569 -5.407
O 1.575 -1.634 -5.871
C 0.729 -2.423 -5.055
C -0.699 -2.128 -5.495
C -1.801 -2.943 -4.818
N -0.857 -2.331 -6.942
H 2.951 -1.460 -4.318
H 3.419 -0.800 -5.978
H 3.408 -2.535 -5.567
H 0.913 -3.504 -5.096
H 0.844 -2.097 -4.013
H -0.915 -1.068 -5.355
H -2.762 -2.631 -5.227
H -1.932 -2.879 -3.736
H -1.696 -4.015 -5.016
H -0.049 -1.923 -7.403
H -0.761 -3.326 -7.141
C 3.832 3.603 2.961
O 4.331 4.324 1.855
C 3.362 5.094 1.188
C 3.933 5.706 -0.084
C 5.071 6.681 0.279
N 2.871 6.448 -0.784
H 3.876 4.201 3.874
H 4.488 2.751 3.146
H 2.852 3.165 2.754
H 2.524 4.437 0.910
H 2.908 5.858 1.832
H 4.343 4.892 -0.683
H 4.850 7.431 1.041
H 5.388 7.243 -0.605
H 5.967 6.143 0.598
H 3.206 6.540 -1.742
H 2.960 7.417 -0.487
C -2.247 4.880 4.655
O -1.773 4.505 3.375
C -1.027 5.500 2.682
C -2.068 6.329 1.907
C -2.934 5.445 0.983
N -1.332 7.268 1.020
H -1.424 5.018 5.361
H -2.869 4.024 4.917
H -2.856 5.788 4.592
H -0.397 6.107 3.336
H -0.393 4.990 1.953
H -2.771 6.897 2.518
H -2.366 4.813 0.293
H -3.727 5.947 0.435
H -3.338 4.679 1.657
H -1.964 7.590 0.292
H -0.714 6.688 0.453
C 2.494 -5.451 0.266
O 2.853 -4.732 -0.921
C 3.750 -3.666 -0.662
C 4.510 -3.367 -1.936
C 3.569 -3.036 -3.093
N 5.482 -4.400 -2.311
H 1.766 -6.203 -0.036
H 1.985 -4.767 0.948
H 3.409 -5.883 0.670
H 3.244 -2.740 -0.359
H 4.445 -3.861 0.161
H 5.169 -2.530 -1.688
H 2.896 -3.847 -3.372
H 4.136 -2.810 -4.000
H 2.963 -2.150 -2.887
H 4.993 -5.267 -2.533
H 5.877 -4.195 -3.224
C -2.899 -4.980 -0.610
O -2.135 -4.875 -1.783
C -0.850 -5.461 -1.647
C -0.218 -5.546 -3.028
C -0.943 -6.534 -3.951
N 1.154 -6.032 -2.856
H -2.383 -4.458 0.204
H -3.111 -6.004 -0.287
H -3.877 -4.508 -0.689
H -0.278 -4.847 -0.936
H -0.746 -6.441 -1.160
H -0.195 -4.522 -3.423
H -0.912 -7.525 -3.501
H -0.512 -6.528 -4.952
H -1.993 -6.259 -4.074
H 1.654 -5.905 -3.729
H 1.658 -5.470 -2.168
C 3.111 -3.997 4.582
O 3.369 -3.499 3.293
C 4.064 -2.257 3.294
C 3.238 -1.070 3.778
C 1.990 -0.837 2.953
N 4.035 0.160 3.712
H 3.992 -4.100 5.222
H 2.635 -4.971 4.466
H 2.364 -3.437 5.156
H 5.022 -2.307 3.826
H 4.386 -2.073 2.264
H 3.063 -1.217 4.850
H 1.607 0.183 3.015
H 1.176 -1.495 3.261
H 2.147 -0.931 1.874
H 4.305 0.320 2.744
H 4.931 -0.096 4.130
C -0.198 1.717 1.350
O -0.079 0.416 0.827
C -1.138 -0.034 0.024
C -0.820 -1.431 -0.476
C 0.281 -1.454 -1.539
N -2.004 -1.976 -1.121
H 0.749 2.037 1.785
H -0.981 1.729 2.115
H -0.435 2.411 0.534
H -2.086 -0.062 0.577
H -1.269 0.649 -0.827
H -0.453 -2.032 0.372
H 0.410 -2.453 -1.959
H 1.245 -1.088 -1.167
H 0.075 -0.773 -2.370
H -1.836 -2.942 -1.415
H -2.729 -1.999 -0.382
C -1.698 0.953 -4.123
O -2.625 0.008 -3.647
C -3.973 0.285 -3.928
C -4.790 -0.777 -3.197
N -4.639 -0.567 -1.752
C -5.362 -1.633 -1.045
C -5.168 -1.483 0.479
O -3.910 -2.055 0.835
C -3.718 -2.270 2.219
H -1.689 1.058 -5.212
H -0.708 0.744 -3.724
H -1.988 1.932 -3.717
H -4.123 0.190 -5.013
H -4.293 1.296 -3.653
H -4.389 -1.769 -3.430
H -5.830 -0.693 -3.517
H -3.648 -0.711 -1.556
H -5.072 -2.634 -1.378
H -6.423 -1.428 -1.200
H -5.980 -2.009 0.994
H -5.208 -0.444 0.814
H -2.661 -2.453 2.409
H -4.214 -3.184 2.562
H -4.045 -1.439 2.849
C 2.144 1.598 -1.811
O 3.232 0.820 -1.405
C 3.942 1.290 -0.281
C 5.017 0.302 0.098
N 5.738 0.784 1.278
C 6.827 -0.160 1.536
C 7.540 0.183 2.852
O 6.952 -0.396 4.023
C 7.583 -0.005 5.212
H 1.684 1.142 -2.684
H 2.453 2.611 -2.112
H 1.458 1.770 -0.973
H 3.247 1.336 0.571
H 4.284 2.321 -0.434
H 5.708 0.182 -0.748
H 4.548 -0.668 0.274
H 6.121 1.697 1.052
H 7.543 -0.242 0.713
H 6.395 -1.152 1.689
H 7.591 1.265 3.006
H 8.568 -0.188 2.785
H 8.633 -0.312 5.256
H 7.154 -0.629 6.002
H 7.436 1.021 5.555
C -7.635 4.159 -2.075
O -7.339 5.295 -1.286
C -8.292 5.454 -0.246
C -7.635 5.051 1.091
N -7.481 3.614 1.283
C -6.712 3.294 2.472
C -6.391 1.789 2.474
O -5.313 1.472 3.332
C -4.042 1.789 2.792
H -6.865 3.936 -2.813
H -8.561 4.324 -2.635
H -7.761 3.242 -1.491
H -9.278 5.011 -0.407
H -8.545 6.513 -0.145
H -8.240 5.446 1.910
H -6.681 5.593 1.098
H -7.060 3.130 0.501
H -7.275 3.666 3.330
H -5.746 3.823 2.470
H -6.336 1.402 1.453
H -7.216 1.277 2.975
H -3.271 1.442 3.482
H -3.938 2.875 2.749
H -3.866 1.304 1.828
C -0.286 -4.217 3.444
O -1.575 -4.428 3.969
H -0.370 -4.046 2.368
H 0.189 -3.326 3.868
H 0.378 -5.076 3.584
H -1.466 -4.721 4.878

Summary:
- Kohn-Sham gap (eV) = 8.989
- structure (SMILES) = COC[C@H](C)N.COC[C@H](C)N.COC[C@H](C)N.COC[C@H](C)N.COC[C@H](C)N.COC[C@H](C)N.COC[C@H](C)N.COCCNCCOC.COCCNCCOC.COCCNCCOC.CO
- lowest unoccupied orbital energy (eV) = 0.5

Mulliken atomic charge list, values in e, 4 entries: -0.40 -0.48 0.42 1.64

***

Here is a structure of composition C15H36Cl2GaNOP from OMol25. Energies are from ωB97M-V/def2-TZVPD.

CARTESIAN COORDINATES (ANGSTROEM)
C -0.863 -1.387 -8.588
C 0.553 -1.538 -8.148
Cl 1.695 -1.257 -9.471
C 0.950 -1.857 -6.911
Cl 2.680 -1.986 -6.591
Ga -0.237 -2.200 -5.258
P 0.464 -0.619 -3.633
N 0.451 0.904 -4.562
O 2.117 -0.786 -3.405
H -0.989 -0.451 -9.124
H -1.530 -1.378 -7.737
H -1.143 -2.225 -9.222
H -1.781 -1.861 -5.502
H -0.108 -3.719 -4.789
H -0.413 0.863 -5.100
H 1.171 0.809 -5.279
H 2.479 -1.447 -3.996
C 2.261 0.777 3.106
C 2.706 2.009 2.322
C 1.572 2.667 1.540
C 0.936 1.780 0.467
C 1.894 1.250 -0.597
C 2.550 2.348 -1.427
H 1.883 -0.004 2.445
H 3.094 0.353 3.671
H 1.471 1.033 3.817
H 3.521 1.738 1.646
H 3.120 2.742 3.022
H 1.943 3.588 1.082
H 0.791 2.976 2.246
H 0.143 2.351 -0.026
H 0.437 0.933 0.947
H 1.336 0.597 -1.268
H 2.667 0.627 -0.136
H 1.795 2.952 -1.933
H 3.191 1.910 -2.193
H 3.167 3.012 -0.815
C -2.802 -2.438 6.181
C -1.835 -2.186 5.027
C -1.254 -0.773 5.017
C -2.284 0.345 4.849
C -3.139 0.246 3.586
C -2.323 0.324 2.300
H -3.671 -1.781 6.129
H -3.168 -3.466 6.162
H -2.310 -2.275 7.142
H -2.335 -2.394 4.078
H -1.009 -2.898 5.097
H -0.508 -0.704 4.221
H -0.710 -0.607 5.952
H -1.754 1.303 4.844
H -2.942 0.372 5.724
H -3.865 1.064 3.596
H -3.723 -0.678 3.596
H -1.760 1.259 2.254
H -2.970 0.282 1.424
H -1.613 -0.500 2.220

Summary:
- Kohn-Sham gap (eV) = 6.139
- lowest unoccupied orbital energy (eV) = 2.5
- charge = -1

Mulliken atomic charge list, values in e, 4 entries: -0.98 0.39 -0.26 -0.06